Below is a structure of composition C35H55N4OP2STi in a non-equilibrium geometry, with properties calculated with ωB97M-V/def2-TZVPD.

XYZ file:
```
99
Properties=species:S:1:pos:R:3:forces:R:3
C -1.84080 0.42519 -2.79008 -0.913 -0.154 -0.673
C -2.47231 -0.72138 -0.85911 0.920 -0.812 0.672
C -3.11551 0.27706 -3.32958 1.321 0.283 -0.440
C -3.81900 -0.72146 -1.25307 -0.781 0.073 -0.793
C -4.13381 -0.21765 -2.51255 -0.465 -0.193 1.145
H -3.28078 0.53129 -4.37739 -0.037 -0.158 0.302
H -4.57099 -1.17415 -0.60661 0.138 -0.068 -0.280
H -5.15951 -0.24650 -2.88084 0.250 -0.013 0.163
N -1.63305 0.15435 -1.48370 1.862 -0.162 0.457
P 0.65502 1.60486 -2.59253 -0.023 -0.088 -0.699
P -1.71580 -1.91414 2.08916 -0.693 0.789 0.191
C -0.60183 0.73054 -3.62492 -0.390 0.012 -0.226
H -0.15693 -0.21352 -3.99338 -0.365 0.264 0.405
H -0.88905 1.29110 -4.52517 0.180 -0.148 0.307
C 1.58494 0.33175 0.97805 3.364 -1.069 3.951
O 2.24400 0.12568 1.93396 -1.942 0.672 -2.739
C -1.86027 -1.84672 -0.10711 -2.134 0.671 -1.385
H -2.58933 -2.66302 -0.03391 0.239 0.413 -0.221
C -1.51308 -3.74264 2.42726 0.281 -0.035 0.310
C -1.68566 -0.78224 3.58317 0.420 -0.345 0.572
C 2.35483 0.96841 -3.08008 -0.151 0.548 -0.674
C 0.20272 3.38801 -2.98135 0.399 0.031 -0.095
C -0.01414 -4.02424 2.20273 0.103 -0.322 0.113
H 0.63321 -3.39426 2.82625 -0.148 -0.159 -0.040
H 0.17971 -5.07883 2.44744 0.095 0.172 -0.069
H 0.25684 -3.85530 1.15172 -0.024 -0.078 0.343
C -1.95894 -4.16373 3.84903 0.066 -0.129 -0.083
H -1.33832 -3.74647 4.65021 -0.289 -0.115 -0.308
H -3.01295 -3.91617 4.03794 0.295 -0.070 -0.061
H -1.86154 -5.25750 3.92484 -0.031 0.246 -0.067
C -2.32888 -4.57794 1.40542 0.029 0.018 0.032
H -2.48782 -5.58245 1.82752 0.061 0.284 -0.166
H -3.31595 -4.13855 1.20643 0.137 -0.193 0.107
H -1.79206 -4.69805 0.45224 -0.229 0.084 0.309
C -0.54287 -1.15392 4.53946 -0.044 0.155 0.418
H 0.42745 -0.97597 4.05499 -0.214 -0.078 0.099
H -0.60176 -0.49613 5.41949 0.103 -0.117 -0.074
H -0.56374 -2.18510 4.90175 -0.007 0.374 -0.106
C -1.41788 0.67027 3.15534 -0.010 -0.244 -0.314
H -0.39537 0.78475 2.77207 -0.275 -0.091 0.111
H -2.10376 1.02443 2.37778 0.008 -0.057 0.133
H -1.51260 1.32960 4.03160 -0.065 -0.185 -0.159
C -3.09894 -0.88674 4.18571 -0.006 0.111 0.212
H -3.30849 -1.86336 4.63858 0.136 0.240 -0.117
H -3.21976 -0.11881 4.96227 -0.006 -0.135 -0.064
H -3.85755 -0.70346 3.41015 0.181 -0.010 0.226
C 1.21622 4.32120 -2.30330 0.015 0.252 -0.109
H 0.90459 5.36146 -2.48831 0.146 -0.244 0.076
H 1.22723 4.16551 -1.21522 0.026 0.020 -0.295
H 2.23395 4.20084 -2.69993 -0.262 0.050 0.051
C -1.19579 3.67089 -2.40030 -0.003 -0.102 0.175
H -1.95981 2.98776 -2.79202 0.152 0.184 0.039
H -1.19039 3.60189 -1.30591 -0.105 0.081 -0.382
H -1.48096 4.69801 -2.67513 0.082 -0.262 0.031
C 0.14231 3.64263 -4.49904 0.099 0.258 -0.080
H 0.00464 4.72253 -4.65913 0.016 -0.243 0.038
H 1.05275 3.34338 -5.02796 -0.281 0.125 0.119
H -0.71523 3.14096 -4.96462 0.240 0.195 0.119
C 2.32854 -0.57389 -3.08600 0.074 0.004 0.076
H 1.70399 -0.97518 -3.89509 0.230 0.077 0.181
H 3.35692 -0.93785 -3.23920 -0.246 0.159 -0.056
H 1.96932 -1.00175 -2.13445 0.118 0.174 -0.417
C 3.39870 1.44576 -2.04903 0.061 0.001 -0.050
H 3.23310 1.00181 -1.05238 0.005 0.070 -0.375
H 4.39250 1.12094 -2.39724 -0.255 0.133 0.142
H 3.41472 2.54113 -1.95054 0.030 -0.260 -0.047
C 2.71562 1.50698 -4.47130 0.624 -0.238 -0.086
H 1.97151 1.23074 -5.23081 0.140 0.090 0.207
H 2.85022 2.59736 -4.46754 -0.062 -0.303 0.000
H 3.67700 1.06676 -4.77640 -0.191 0.101 -0.038
Ti 0.26133 0.46051 -0.49249 -1.664 -1.976 0.439
N 0.44829 -1.45487 -0.53052 -0.961 2.312 -0.552
C -0.59845 -2.21862 -0.62573 1.221 -1.171 -0.433
C -0.48374 -3.45572 -1.46012 -0.071 -0.029 -0.250
C 0.77760 -4.04337 -1.63629 -0.227 -0.409 -0.184
C -1.58210 -3.91915 -2.21334 0.438 -0.099 0.119
C 0.90815 -5.18551 -2.43466 -0.345 0.266 -0.097
H 1.64741 -3.57741 -1.16602 -0.324 -0.299 0.051
C -1.43269 -5.01678 -3.06080 0.191 0.041 0.092
H -2.53061 -3.37752 -2.17774 0.237 -0.237 0.048
C -0.19682 -5.66958 -3.15237 0.048 0.123 0.214
H 1.87335 -5.68697 -2.51151 -0.244 0.163 -0.059
H -2.28300 -5.34915 -3.65848 0.278 0.025 0.161
H -0.08790 -6.54489 -3.79588 -0.035 0.275 0.207
S -0.11030 2.64967 0.69521 0.263 1.250 0.913
C 1.22670 3.21334 1.70332 -0.136 -0.613 -0.224
N 2.49992 3.12203 1.29845 -0.506 -0.350 -0.040
C 3.66477 3.18019 2.19407 0.314 0.432 -0.456
C 3.24347 3.33921 3.63615 0.202 -0.374 0.414
C 2.04502 4.25049 3.76077 -0.245 0.246 -0.183
N 0.97436 3.71836 2.91740 -0.285 0.102 -0.646
H 2.64108 2.69627 0.38452 -0.157 0.111 0.332
H 4.28429 4.02711 1.87748 -0.050 -0.123 0.051
H 4.25329 2.26685 2.05703 -0.154 0.117 0.015
H 4.07747 3.74950 4.20838 -0.054 -0.055 -0.034
H 3.01309 2.35565 4.05745 -0.095 0.128 -0.003
H 2.30155 5.26728 3.43445 -0.052 -0.098 0.106
H 1.67001 4.29175 4.78430 0.091 0.019 -0.106
H 0.00618 3.97631 3.08979 0.322 -0.312 0.067
```
Forces are in eV/Å.

**Maximum force**: 5.30 eV/A
**Orbital gap (spin up / spin down)**: 5.1 / 4.5 eV
**Net charge**: +1
**HOMO level (spin up / spin down)**: -7.90 / -7.65 eV
**Spin multiplicity**: 3
**Expectation value of S²**: 2.03